Record 1
This record from OMol25 describes a cluster of 2 separate species, C5H10N2O4 in total at a distorted geometry. The level of theory is ωB97M-V with the def2-TZVPD basis set.

As for the relative energy (zero: lowest compared OMol25 entry of this formula, charge and spin): 8.9286 eV. The calculation puts the HOMO-LUMO gap at 8.263 eV. The total energy is -16509.1858 eV. Its SMILES is C/C([N+](=O)[O-])=[N+](/[O-])O.C=CC. As for the maximum force: 4.1 eV/Å.

Atoms and positions in Å:
C  1.59117  1.46954  0.06135
C  0.60402  1.29627  1.23758
N  0.73532  0.27122  2.20270
O  -0.19016  0.09582  3.01124
O  1.77562  -0.41160  2.13647
N  -0.41990  2.13234  1.26865
O  -1.23189  2.31461  2.15967
O  -0.54677  2.92015  0.17127
H  2.42907  0.86969  0.21033
H  1.17731  1.23492  -0.84192
H  1.91948  2.54136  0.08726
H  -1.13623  3.66224  0.49357
C  0.12552  -1.11118  -0.95959
C  -0.89000  -0.64449  -0.18761
C  -1.47843  -1.38963  0.93269
H  0.66325  -1.96674  -0.66207
H  0.41225  -0.79840  -1.94161
H  -1.41954  0.14203  -0.64744
H  -2.36711  -0.81198  1.40910
H  -1.70021  -2.43893  0.66857
H  -0.67527  -1.55273  1.75915

Löwdin population analysis, charges in e, atoms 1 to 5:
1. C 0.016
2. C -0.159
3. N -0.325
4. O 0.057
5. O 0.064

Record 2
This record from OMol25 describes a structure of composition C31H38N2O2P2Zr. The level of theory is ωB97M-V with the def2-TZVPD basis set.

As for the relative energy (zero: lowest compared OMol25 entry of this formula, charge and spin): 0.0000 eV. Its charge is +4. The calculation puts the HOMO-LUMO gap at 6.513 eV. The total energy is -59662.2802 eV. As for the maximum force: 0.6 eV/Å.

Atoms and positions in Å:
Zr  0.27350  -0.23425  0.03488
O  -0.61291  -1.43312  -1.17196
P  -0.15852  -2.72256  -2.06200
C  1.37558  -2.16610  -2.87670
P  2.69782  -1.34822  -1.92542
O  1.88598  -0.25522  -1.02054
C  3.81168  -0.55697  -2.99497
C  3.36191  0.28380  -4.02897
C  4.28362  0.88585  -4.85833
C  5.64633  0.65057  -4.66920
C  6.09552  -0.18129  -3.65111
C  5.18470  -0.79047  -2.80598
C  3.42074  -2.45987  -0.76559
C  3.63792  -3.79712  -1.11481
C  4.26043  -4.64620  -0.21426
C  4.66950  -4.16677  1.02537
C  4.46886  -2.83337  1.37063
C  3.85170  -1.97375  0.47618
C  0.09366  -3.96740  -0.83836
C  -0.18563  -5.29381  -1.17122
C  -0.01940  -6.29803  -0.22306
C  0.40910  -5.98152  1.05479
C  0.69120  -4.65701  1.40284
C  0.53533  -3.66639  0.45849
C  -1.36472  -3.11367  -3.24786
C  -1.03613  -3.26508  -4.60515
C  -2.01754  -3.65512  -5.49854
C  -3.31238  -3.88620  -5.04744
C  -3.64084  -3.73983  -3.70074
C  -2.67125  -3.36531  -2.79274
H  1.09012  -1.48832  -3.68824
H  1.83796  -3.03976  -3.35107
H  2.30548  0.47090  -4.19031
H  3.95442  1.53354  -5.65931
H  6.36371  1.12036  -5.32982
H  7.15428  -0.35798  -3.52047
H  5.53686  -1.44411  -2.01849
H  3.34737  -4.18445  -2.08433
H  4.44290  -5.67796  -0.48375
H  5.16946  -4.83054  1.71909
H  4.82714  -2.46134  2.32140
H  3.76622  -0.92120  0.72680
H  -0.55095  -5.54655  -2.15956
H  -0.24371  -7.32377  -0.48332
H  0.52250  -6.76177  1.79646
H  1.03196  -4.42255  2.40257
H  0.83038  -2.65214  0.77067
H  -0.03267  -3.09214  -4.97212
H  -1.77542  -3.78078  -6.54491
H  -4.07607  -4.19005  -5.75191
H  -4.65170  -3.92923  -3.36632
H  -2.92685  -3.27556  -1.74281
C  0.94736  0.07159  3.18268
N  -0.17333  0.29267  2.21772
C  -1.32212  -0.59762  2.57179
C  -0.59320  1.74001  2.24354
C  -1.44374  2.08227  1.03277
N  -0.72420  1.73866  -0.24538
C  -1.69110  1.78391  -1.39314
C  0.39065  2.71040  -0.50214
H  0.62638  0.33186  4.19337
H  1.79600  0.70351  2.91780
H  1.24232  -0.97860  3.17042
H  -1.71660  -0.33167  3.55504
H  -0.98787  -1.63668  2.60247
H  -2.13549  -0.50006  1.84648
H  0.31265  2.34559  2.27716
H  -1.14512  1.93926  3.16536
H  -1.68496  3.14772  1.02555
H  -2.38999  1.54022  1.03563
H  -2.11467  2.78709  -1.46327
H  -2.49475  1.06818  -1.22581
H  -1.16799  1.55263  -2.31948
H  -0.00439  3.72802  -0.48976
H  0.83057  2.50996  -1.47768
H  1.16494  2.63725  0.26608

Löwdin population analysis, charges in e, atoms 1 to 5:
1. Zr 1.913
2. O -0.494
3. P 0.922
4. C -0.266
5. P 0.915

Record 3
This record from OMol25 describes a cluster of 10 separate species, C37H48N10O2 in total at a distorted geometry. The level of theory is ωB97M-V with the def2-TZVPD basis set.

The calculation puts the HOMO-LUMO gap at 8.222 eV. The total energy is -58136.9100 eV. Its SMILES is C[N+](=O)[O-].c1cc[nH]c1.c1cc[nH]c1.c1cc[nH]c1.c1cc[nH]c1.c1cc[nH]c1.c1cc[nH]c1.c1cc[nH]c1.c1cc[nH]c1.c1cc[nH]c1. As for the maximum force: 3.8 eV/Å.

Atoms and positions in Å:
C  3.38126  -14.36260  12.92317
N  2.63244  -15.60000  13.24274
O  1.45408  -15.34144  13.44807
O  3.16608  -16.69994  13.16785
H  2.62929  -13.78216  12.35159
H  4.36349  -14.65524  12.34270
H  3.61820  -13.89041  13.90225
C  8.13412  -14.14802  13.42331
C  7.40648  -14.67058  12.35311
C  6.66199  -15.64672  12.90873
N  6.91715  -15.69063  14.27221
C  7.91510  -14.78674  14.57909
H  8.76848  -13.29661  13.21589
H  7.34107  -14.26051  11.40753
H  5.95285  -16.26049  12.45693
H  6.68785  -16.46309  14.89708
H  8.45417  -14.76911  15.53524
C  -0.15824  -10.70660  20.91550
C  -1.45095  -10.72667  20.33570
C  -1.45152  -10.91365  18.94812
N  -0.09240  -11.02176  18.68692
C  0.66307  -10.85186  19.80318
H  0.08276  -10.46334  21.94061
H  -2.32004  -10.56553  20.95261
H  -2.27386  -11.15606  18.29099
H  0.27814  -11.13511  17.74901
H  1.79084  -10.64036  19.60028
C  3.70668  -15.51720  21.70208
C  4.44517  -14.53734  20.92177
C  3.61796  -13.43280  20.81755
N  2.41146  -13.75632  21.37562
C  2.46881  -14.98166  22.04520
H  4.13062  -16.39846  22.15535
H  5.40977  -14.70326  20.48183
H  3.64765  -12.50860  20.27734
H  1.50426  -13.23513  21.22891
H  1.60965  -15.42428  22.56805
C  -5.05660  -12.52501  19.34543
C  -6.30021  -12.94804  18.74007
C  -6.26864  -14.30875  18.86253
N  -5.08346  -14.72506  19.39730
C  -4.34991  -13.64258  19.76451
H  -4.80315  -11.51347  19.53286
H  -7.10304  -12.42284  18.31330
H  -6.95586  -15.07616  18.47801
H  -4.75291  -15.67386  19.51710
H  -3.40075  -13.67148  20.21216
C  3.14119  -12.30911  16.74576
C  2.41856  -11.64170  15.72751
C  1.16569  -12.28228  15.60341
N  1.22373  -13.31564  16.54084
C  2.36216  -13.35308  17.25035
H  4.11698  -12.06107  17.10595
H  2.69895  -10.80648  15.10656
H  0.35260  -12.07601  14.89593
H  0.53833  -14.03706  16.73169
H  2.69178  -14.17572  17.91493
C  -4.87989  -18.88001  18.78875
C  -4.59449  -18.49902  20.12396
C  -3.55039  -17.55750  20.14976
N  -3.14684  -17.48868  18.77802
C  -3.88649  -18.29891  18.01733
H  -5.57935  -19.62737  18.38743
H  -5.19794  -18.73890  20.99981
H  -3.09599  -17.14837  21.01932
H  -2.37344  -16.91972  18.35612
H  -3.73065  -18.36401  16.91270
C  -4.29587  -15.73819  13.89869
C  -4.35371  -14.42095  14.28825
C  -4.88645  -14.47364  15.56062
N  -5.09258  -15.76908  15.92274
C  -4.73299  -16.58835  14.89047
H  -3.83568  -16.12784  13.00288
H  -4.13361  -13.64772  13.54466
H  -5.08107  -13.72390  16.34163
H  -5.45179  -16.10935  16.79928
H  -4.92874  -17.63953  15.00708
C  -0.47686  -14.65171  23.84707
C  -1.00384  -15.57084  22.94875
C  -1.56182  -14.88079  21.93875
N  -1.32920  -13.55061  22.16230
C  -0.72574  -13.41551  23.36083
H  -0.10035  -14.81993  24.84781
H  -1.13523  -16.62133  23.10683
H  -2.02965  -15.18540  21.08081
H  -1.57721  -12.74203  21.52891
H  -0.47467  -12.48554  23.79423
C  -0.88292  -15.06880  18.16951
C  -0.20027  -16.28637  17.92549
C  -0.72109  -16.77943  16.72399
N  -1.69160  -15.93745  16.27452
C  -1.76480  -14.85738  17.10275
H  -0.64933  -14.38824  18.92848
H  0.68138  -16.66828  18.48400
H  -0.40311  -17.67884  16.17133
H  -2.24850  -16.04394  15.40264
H  -2.44306  -14.09789  17.12858

Löwdin population analysis, charges in e, atoms 1 to 5:
1. C 0.032
2. N -0.448
3. O 0.030
4. O 0.056
5. H 0.104

Record 4
This record from OMol25 describes a structure of composition C5H11NOS at a distorted geometry. The level of theory is ωB97M-V with the def2-TZVPD basis set.

As for the relative energy (zero: lowest compared OMol25 entry of this formula, charge and spin): 5.8962 eV. The calculation puts the HOMO-LUMO gap at 9.196 eV. The total energy is -19731.1992 eV. As for the maximum force: 5.2 eV/Å.

Atoms and positions in Å:
C  1.46102  -1.15126  0.91004
C  1.19024  -0.33002  -0.27699
C  0.02570  0.77322  0.17802
C  -0.52510  1.84458  -0.95918
C  -1.14890  0.43192  0.91532
H  0.54767  -1.75995  1.06948
H  1.60812  -0.81826  1.89797
H  2.13076  -2.02356  0.89599
H  2.17487  -0.01062  -0.51246
H  1.09495  -2.22396  -1.17609
H  0.53483  1.40611  0.87528
H  -0.86069  1.11838  -1.97819
H  0.44896  2.75267  -1.22295
H  -1.37655  2.44206  -0.42690
H  -1.22773  1.23211  1.76618
H  -1.72020  -1.41885  -0.96764
N  -2.32320  -0.03879  0.77845
O  0.79354  -1.14768  -1.36350
S  -2.82828  -1.07811  -0.40283

Löwdin population analysis, charges in e, atoms 1 to 5:
1. C -0.100
2. C -0.400
3. C -0.304
4. C -0.073
5. C -0.346

The following highest occupied orbital energy values (in eV) correspond, in order, to the records above: -9.2; -19.6; -8.0; -8.6.